Below is 5 unconnected molecules or ions with the total composition C20H47FNO6, with properties calculated with wB97M-V/def2-TZVPD.

Geometry (Å):
C (5.1783, 0.8311, 4.7199)
C (3.8225, 1.0177, 5.4004)
F (4.0630, 1.4400, 6.6935)
N (3.0871, -0.2009, 5.4226)
C (2.0565, -0.2941, 4.4037)
C (0.9756, 0.8038, 4.4421)
O (0.3960, 1.0130, 3.3400)
O (0.7812, 1.3952, 5.5173)
H (5.5631, 1.7956, 4.4027)
H (5.8500, 0.3373, 5.4069)
H (4.9971, 0.2091, 3.8553)
H (3.3068, 1.8287, 4.8864)
H (2.7584, -0.4346, 6.3433)
H (2.4976, -0.2995, 3.4123)
H (1.5391, -1.2367, 4.5452)
C (-0.9746, 2.5958, -1.8334)
C (-0.1322, 1.3859, -2.2052)
O (0.9272, 1.1321, -1.3121)
C (0.5436, 0.8537, 0.0365)
C (-0.3312, -0.3748, 0.1830)
H (-0.3444, 3.4783, -1.7133)
H (-1.7157, 2.7945, -2.6107)
H (-1.5092, 2.4431, -0.8955)
H (0.3324, 1.5644, -3.1786)
H (-0.7617, 0.4940, -2.3177)
H (0.0631, 1.7248, 0.4869)
H (1.4692, 0.6971, 0.5854)
H (-1.3051, -0.2446, -0.2963)
H (-0.4986, -0.5722, 1.2416)
H (0.1473, -1.2443, -0.2747)
C (-2.8981, 0.1068, -5.7353)
C (-2.1645, -0.9882, -4.9792)
O (-2.7468, -1.3086, -3.7310)
C (-4.0743, -1.7931, -3.7720)
C (-4.2260, -3.0779, -4.5678)
H (-3.0055, 0.9954, -5.1115)
H (-2.3484, 0.3752, -6.6383)
H (-3.8989, -0.2074, -6.0374)
H (-1.1531, -0.6474, -4.7546)
H (-2.0619, -1.8881, -5.5982)
H (-4.7559, -1.0209, -4.1481)
H (-4.3522, -1.9750, -2.7338)
H (-4.0126, -2.9240, -5.6268)
H (-5.2446, -3.4596, -4.4851)
H (-3.5345, -3.8368, -4.2003)
C (-0.8719, -6.6713, -8.7130)
C (-1.3696, -5.2790, -8.3628)
O (-1.3258, -4.9851, -6.9814)
C (-0.0465, -5.0173, -6.3747)
C (0.9364, -4.0173, -6.9594)
H (-1.4077, -7.4254, -8.1351)
H (-1.0222, -6.8698, -9.7747)
H (0.1922, -6.7878, -8.5015)
H (-2.4189, -5.1916, -8.6470)
H (-0.8266, -4.5177, -8.9348)
H (0.3672, -6.0317, -6.4052)
H (-0.2159, -4.7797, -5.3246)
H (1.1856, -4.2500, -7.9964)
H (1.8635, -4.0224, -6.3861)
H (0.5156, -3.0112, -6.9374)
C (0.8630, 6.2903, 9.9084)
C (1.2228, 6.2686, 8.4308)
O (1.9616, 5.1373, 8.0371)
C (1.3172, 3.8799, 8.2242)
C (0.0216, 3.7270, 7.4539)
H (1.7585, 6.1757, 10.5217)
H (0.3780, 7.2337, 10.1666)
H (0.1784, 5.4823, 10.1692)
H (1.8574, 7.1282, 8.2052)
H (0.3224, 6.3739, 7.8138)
H (1.1597, 3.6931, 9.2947)
H (2.0257, 3.1301, 7.8746)
H (-0.7483, 4.4210, 7.8098)
H (-0.3606, 2.7143, 7.5612)
H (0.1821, 3.9187, 6.3949)

Cartesian forces (eV/Å) of the 6 atoms listed first:
-0.699 0.294 0.154
0.758 0.042 -0.630
-0.011 0.142 0.614
0.197 -0.622 -0.154
-0.146 0.133 0.472
-0.515 0.707 -0.966

Computed properties:
2S+1	1
molecular weight	416.595	g/mol
largest force on an atom	0.02535	Eh/bohr
gap between HOMO and LUMO	6.35	eV
total charge	-1

Atom charges from the Mulliken analysis, given in e for atoms 1 to 4: -1.24 0.45 -0.37 -0.35